Entry 1:
DFT (the ωB97M-V functional and the def2-TZVPD basis) results for 2 unconnected molecules or ions with the total composition C2H4O2 at a distorted geometry.

Molar mass (g mol⁻¹): 60.05
Structure (SMILES): O=C=O.C
Kohn-Sham gap (eV): 11.169
Relative energy (zero: lowest compared OMol25 entry of this formula, charge and spin) (kJ/mol): 280.0
LUMO energy (eV): 0.7

Each line ends with the natural charge from an NBO analysis.
Positions of all 8 atoms, in Å:
C  0.839882  -0.151853  -0.009130  -1.034
C  -1.269038  0.023732  0.143949  1.019
O  -1.360997  1.160407  -0.324590  -0.635
O  -1.781898  -0.967359  0.481294  -0.480
H  0.041678  0.851335  -0.277030  0.392
H  0.817186  -1.114481  -0.509934  0.246
H  1.130756  -0.268773  1.029686  0.235
H  1.582431  0.466992  -0.534245  0.257

Force components x, y, z for each atom (eV/Å):
C 0.221 1.749 -0.478
C -2.699 1.687 -1.440
O -1.068 -1.064 0.941
O 1.314 0.332 0.257
H 2.129 -2.664 0.680
H -0.364 0.129 -0.171
H -0.025 0.146 0.037
H 0.493 -0.314 0.175

***

Entry 2:
DFT (the ωB97M-V functional and the def2-TZVPD basis) results for a molecular structure, C36H28BaCl5N9O2S5.

Molar mass (g mol⁻¹): 1093.61
Total charge: -2
Kohn-Sham gap (eV): 6.493
Relative energy (zero: lowest compared OMol25 entry of this formula, charge and spin) (kJ/mol): 0.0
LUMO energy (eV): 3.5

Each line ends with the Mulliken charge.
Positions of all 86 atoms, in Å:
Ba  1.087386  1.449538  0.481272  2.154
O  1.468660  0.682869  6.819157  -0.724
C  0.584997  1.648329  6.519202  0.429
C  -0.070579  2.286727  7.574214  -0.671
C  -0.985742  3.292450  7.328733  -0.226
C  -1.270643  3.685573  6.024676  -0.794
C  -0.626610  3.049980  4.977371  -0.614
C  0.297939  2.031714  5.197401  0.209
C  0.938583  1.394038  4.005587  0.419
O  0.564715  1.743265  2.854508  -0.550
N  1.878620  0.503948  4.277745  -0.560
N  2.391920  -0.097277  3.138207  -0.341
C  3.499480  -0.685983  3.312315  0.219
S  4.224058  -1.693080  2.067640  -0.100
C  5.897569  -1.429446  2.689293  -0.438
C  5.832243  -1.564096  4.201796  -0.621
S  4.452468  -0.551447  4.807026  -0.167
H  1.839458  0.369391  5.942432  0.619
H  0.164810  1.971166  8.583170  0.400
H  -1.480319  3.777228  8.163129  0.340
H  -1.981552  4.477799  5.829190  0.404
H  -0.818731  3.328784  3.949090  0.552
H  6.242171  -0.437619  2.390572  0.081
H  6.544765  -2.183241  2.240656  0.484
H  6.743090  -1.196719  4.676224  0.372
H  5.674123  -2.605268  4.484273  0.315
Cl  3.936485  3.459614  1.545135  -0.232
C  4.780937  2.180874  0.656032  1.023
C  4.004525  1.221941  0.040751  -1.058
C  4.716616  0.254825  -0.634265  0.216
Cl  3.801989  -1.023337  -1.457781  -0.227
C  6.104029  0.188144  -0.677661  -0.376
Cl  6.934768  -1.098846  -1.500248  -0.212
C  6.842831  1.172203  -0.021212  0.500
Cl  8.573788  1.122300  -0.032045  -0.223
C  6.172560  2.191451  0.652384  -0.359
Cl  7.080425  3.421283  1.474072  -0.222
N  -5.557654  -1.086283  -0.271621  -0.389
C  -4.201524  -1.121397  -0.333005  0.715
N  -3.569992  -2.183297  0.205922  -0.313
N  -3.616306  -0.109052  -0.923006  -0.783
C  -2.311758  0.027299  -0.850548  0.309
N  -1.173141  0.244392  -0.837807  -0.336
H  -6.028789  -1.685855  0.381725  0.226
H  -5.965932  -0.181374  -0.431964  0.253
H  -4.141567  -2.957466  0.508872  0.304
H  -2.712286  -2.531907  -0.240608  -0.072
S  -6.841508  -4.858770  -4.084163  -0.418
C  -5.299310  -5.042068  -3.460628  0.118
S  -4.602701  -3.977831  -2.290799  -0.121
C  -3.069450  -4.887262  -2.291882  0.318
N  -3.130687  -5.893687  -3.114794  -0.910
N  -4.369153  -5.972988  -3.740517  0.660
C  -4.479459  -7.007984  -4.710873  0.230
C  -5.634237  -7.768094  -4.826323  -0.434
C  -5.692013  -8.780319  -5.772741  -0.556
C  -4.606308  -9.041515  -6.595637  -0.414
C  -3.449895  -8.284319  -6.462567  -0.513
C  -3.381576  -7.269765  -5.522225  -0.267
S  -1.760624  -4.454301  -1.287429  -0.457
H  -6.477900  -7.558579  -4.187014  0.352
H  -6.595630  -9.370440  -5.861342  0.339
H  -4.658314  -9.833282  -7.332468  0.359
H  -2.592995  -8.483223  -7.093701  0.337
H  -2.483649  -6.683281  -5.391180  0.467
N  1.328950  1.121154  -2.512075  -0.464
H  0.717444  1.816194  -2.926268  0.177
H  0.829827  0.238067  -2.530798  0.215
H  2.160294  1.021237  -3.079517  0.172
C  1.170582  6.995752  -2.969004  -0.259
C  2.032285  5.930543  -2.620935  -0.779
C  1.601152  4.961444  -1.757820  -0.457
C  0.298104  4.977231  -1.185735  -0.073
C  -0.101978  3.926118  -0.290475  -0.093
C  -1.390542  4.051502  0.195559  -0.406
C  -2.263318  5.117385  -0.139443  -0.902
C  -1.858506  6.104143  -0.992929  -0.803
C  -0.554514  6.056992  -1.545624  1.056
C  -0.088124  7.053879  -2.441591  -0.822
H  1.512098  7.765361  -3.652520  0.350
H  3.033194  5.889177  -3.034882  0.385
H  2.258976  4.144428  -1.478785  0.467
H  -1.786400  3.297693  0.879774  0.284
H  -3.263578  5.150504  0.283691  0.333
H  -2.519104  6.924023  -1.258310  0.293
H  -0.754319  7.870746  -2.704031  0.305

Force components x, y, z for each atom (eV/Å):
Ba 0.317 -0.057 -0.627
O -0.048 0.033 0.035
C 0.021 -0.031 0.011
C 0.017 -0.019 0.037
C -0.022 0.021 -0.008
C 0.014 -0.014 0.016
C 0.004 -0.004 0.000
C -0.013 0.019 -0.025
C 0.037 0.067 0.031
O -0.295 0.087 0.661
N 0.116 -0.025 -0.078
N -0.171 -0.139 -0.116
C 0.042 0.155 0.088
S -0.079 -0.028 0.026
C 0.009 -0.001 -0.008
C -0.002 0.013 -0.002
S 0.007 -0.011 0.006
H 0.039 -0.005 -0.022
H -0.002 0.002 -0.003
H 0.001 0.000 -0.001
H -0.003 0.001 -0.001
H -0.001 -0.002 0.000
H 0.009 -0.005 0.018
H 0.005 0.009 -0.002
H 0.002 0.000 -0.007
H 0.013 -0.001 -0.002
Cl 0.050 -0.082 -0.067
C -0.095 -0.005 0.129
C 0.025 0.099 -0.125
C -0.128 -0.091 -0.042
Cl 0.107 0.105 0.017
C 0.097 -0.103 -0.051
Cl -0.019 0.046 0.030
C -0.043 0.016 -0.003
Cl -0.013 -0.004 -0.003
C 0.070 0.060 0.064
Cl -0.016 -0.031 -0.022
N -0.038 0.073 0.131
C 0.191 -0.124 0.021
N -0.053 0.004 -0.034
N -0.055 0.150 0.087
C 0.060 -0.110 -0.198
N -0.071 -0.123 0.122
H -0.017 -0.070 -0.082
H -0.003 -0.006 -0.019
H -0.018 0.040 -0.025
H 0.030 0.086 0.066
S 0.022 0.034 0.002
C -0.075 -0.081 0.013
S 0.160 0.003 0.014
C -0.087 -0.001 0.099
N 0.095 0.038 0.036
N 0.024 -0.028 -0.061
C 0.010 -0.004 -0.015
C -0.033 -0.001 0.018
C 0.005 -0.007 -0.010
C 0.003 0.014 0.009
C -0.017 -0.011 -0.004
C 0.013 0.012 0.014
S -0.194 -0.002 -0.157
H 0.012 -0.003 -0.005
H 0.000 -0.002 -0.002
H 0.001 -0.002 -0.002
H 0.002 0.000 0.000
H -0.002 -0.002 0.003
N -0.128 -0.053 0.077
H 0.052 0.042 0.006
H -0.014 0.001 -0.049
H 0.028 0.053 0.025
C 0.028 -0.011 -0.003
C -0.012 0.030 -0.016
C -0.019 -0.010 0.015
C 0.026 -0.034 -0.005
C 0.065 -0.027 -0.022
C -0.001 0.038 -0.019
C 0.025 -0.029 0.013
C 0.002 0.017 -0.017
C -0.034 0.033 -0.005
C -0.019 -0.006 0.008
H -0.001 0.000 0.002
H -0.002 -0.002 0.002
H 0.000 -0.003 0.005
H -0.010 0.010 0.006
H -0.004 -0.004 0.003
H 0.004 0.002 -0.004
H -0.004 -0.001 0.002

***

Entry 3:
DFT (the ωB97M-V functional and the def2-TZVPD basis) results for a molecular structure, C6H12AsF6O6Rb at a distorted geometry.

Molar mass (g mol⁻¹): 454.53
Kohn-Sham gap (eV): 11.090
Relative energy (zero: lowest compared OMol25 entry of this formula, charge and spin) (kJ/mol): 107.1
LUMO energy (eV): -0.4

Each line ends with the natural charge from an NBO analysis.
Positions of all 32 atoms, in Å:
Rb  -7.031970  3.245360  22.522550  0.988
As  -3.278600  3.816640  23.835510  2.802
F  -4.293970  4.901570  24.873830  -0.631
F  -2.138130  3.603210  25.206890  -0.605
F  -2.283480  2.848350  22.723750  -0.625
F  -4.445660  3.874190  22.463760  -0.685
F  -2.512010  5.304340  23.263370  -0.610
F  -4.237260  2.389330  24.305390  -0.638
C  -3.747820  1.149100  20.392960  -0.272
O  -4.506860  0.010150  20.025310  -0.481
C  -5.802940  -0.014590  20.339130  1.014
O  -6.435420  0.974030  20.729180  -0.723
O  -6.321970  -1.270050  20.196410  -0.492
C  -7.697060  -1.460870  20.536020  -0.262
H  -4.298920  2.089030  20.423300  0.206
H  -2.943190  1.411080  19.705910  0.206
H  -3.314990  0.896800  21.361000  0.215
H  -8.205060  -1.775930  19.624560  0.192
H  -8.131560  -0.568620  20.986820  0.204
H  -7.835500  -2.284040  21.236970  0.194
C  -10.563700  6.296990  23.112660  -0.264
O  -11.388890  5.125670  22.823090  -0.481
C  -10.923740  3.989050  22.384090  1.013
O  -9.710640  3.646880  22.226390  -0.750
O  -11.983530  3.191150  22.268550  -0.474
C  -11.734750  1.870860  21.819030  -0.261
H  -9.741810  6.092200  23.798700  0.206
H  -11.165250  6.982850  23.709170  0.210
H  -10.414940  6.791230  22.152610  0.207
H  -10.965900  1.934110  21.048990  0.199
H  -12.637410  1.463470  21.363690  0.206
H  -11.397840  1.253940  22.652100  0.190

Force components x, y, z for each atom (eV/Å):
Rb 0.367 -0.226 0.020
As 0.718 0.647 0.652
F 0.484 -1.444 -1.142
F -1.304 0.106 -1.746
F -0.508 0.553 1.153
F 0.194 0.645 0.467
F -0.404 -1.297 0.317
F 0.628 0.798 0.066
C 0.633 1.164 0.825
O -1.371 -1.071 -0.749
C -0.595 0.946 0.645
O 0.613 -1.597 -0.457
O 1.092 1.309 0.256
C -0.442 -0.074 -0.126
H -0.486 -0.394 0.388
H -0.055 -0.996 -0.357
H 0.021 0.505 0.005
H -0.129 0.371 -0.016
H 0.058 0.010 -0.327
H 0.611 0.001 0.106
C -0.826 -0.177 0.017
O 0.130 1.207 0.508
C 2.678 -1.298 0.573
O -3.651 1.229 0.199
O 0.214 0.382 -0.205
C 0.580 -0.340 -0.599
H 0.458 -0.372 -0.836
H -0.555 -0.322 -0.203
H 0.865 -0.115 0.265
H 0.069 -0.366 0.077
H -0.061 0.254 0.315
H -0.028 -0.040 -0.091